No. 1
Computed, not measured: 3 unconnected molecules or ions with the total composition C20H43FNO4P, with ωB97M-V/def2-TZVPD.

CARTESIAN COORDINATES (ANGSTROEM)
C 3.225 -0.699 0.667
C 3.424 0.637 -0.015
O 4.546 1.022 -0.349
N 2.248 1.436 -0.216
C 2.546 2.870 -0.044
C 1.656 1.182 -1.549
C 0.939 -0.156 -1.677
C -0.479 -0.199 -1.095
C -0.580 0.311 0.346
P -2.275 0.257 1.075
C -2.351 2.135 1.367
C -2.314 3.054 0.137
C -3.243 2.660 -0.994
O -4.569 2.541 -0.501
C -2.421 -1.669 0.861
C -3.107 -2.108 -0.436
F -1.187 -2.331 0.989
H 3.298 -1.468 -0.100
H 3.988 -0.849 1.419
H 2.226 -0.759 1.084
H 3.528 3.027 0.388
H 1.806 3.310 0.624
H 2.497 3.407 -0.990
H 2.460 1.228 -2.292
H 0.942 1.977 -1.754
H 0.848 -0.358 -2.746
H 1.536 -0.976 -1.284
H -0.825 -1.227 -1.165
H -1.125 0.378 -1.760
H -0.201 1.327 0.361
H 0.114 -0.267 0.951
H -2.369 0.073 2.487
H -3.506 0.332 0.356
H -3.222 2.370 1.978
H -1.480 2.377 1.985
H -2.601 4.060 0.453
H -1.298 3.154 -0.247
H -3.195 3.417 -1.781
H -2.909 1.723 -1.450
H -5.011 1.864 -1.008
H -3.030 -2.023 1.697
H -3.193 -1.293 -1.157
H -2.473 -2.864 -0.899
H -4.080 -2.548 -0.257
C -7.355 -6.059 -0.590
C -7.080 -5.918 0.905
C -5.662 -5.365 0.905
O -5.537 -4.581 -0.285
C -6.648 -4.832 -1.149
H -8.414 -6.085 -0.841
H -6.890 -6.970 -0.974
H -7.769 -5.195 1.347
H -7.167 -6.852 1.457
H -4.920 -6.170 0.875
H -5.451 -4.734 1.769
H -7.306 -3.956 -1.137
H -6.282 -4.976 -2.165
C 8.705 2.344 -0.024
C 7.318 2.972 0.077
C 7.453 3.804 1.344
O 8.822 4.211 1.419
C 9.595 3.479 0.467
H 8.964 2.011 -1.028
H 8.779 1.487 0.649
H 7.138 3.622 -0.783
H 6.509 2.247 0.129
H 7.216 3.211 2.235
H 6.818 4.691 1.342
H 9.870 4.150 -0.354
H 10.509 3.128 0.947

Properties
Energy above the lowest of the compared OMol25 structures with the same formula, charge and spin ... 0.0 kcal per mole
Orbital gap ... 8.5 eV
Highest occupied orbital energy ... -7.9 eV


No. 2
Computed, not measured: 2 unconnected molecules or ions with the total composition C20H43N2O7P2S, with ωB97M-V/def2-TZVPD.

CARTESIAN COORDINATES (ANGSTROEM)
C -0.413 1.427 -3.482
C 0.905 0.700 -3.438
O 0.936 -0.404 -2.446
N 0.714 0.107 -1.160
C 1.880 -0.146 -0.244
C 3.202 0.079 -1.000
C 4.179 0.941 -0.197
C 3.755 2.402 -0.101
O 4.474 3.073 0.928
C 1.707 -1.509 0.434
P 3.203 -2.151 1.284
S 3.350 -4.090 1.274
C 0.418 -1.537 1.329
C 0.624 -1.407 2.851
C 0.862 -2.716 3.611
C 0.676 -2.512 5.119
N -0.664 -2.929 5.541
C -0.701 -0.550 0.828
C -2.047 -1.199 1.208
C -0.655 0.872 1.455
C -1.969 1.675 1.399
C -2.822 1.591 2.681
C -3.456 2.923 3.011
O -3.315 3.497 4.042
O -4.277 3.420 2.022
C -0.637 -0.376 -0.698
P -1.166 -1.858 -1.677
O -0.298 -3.035 -1.429
H -1.233 0.867 -3.040
H -0.346 2.382 -2.943
H -0.759 1.671 -4.543
H 1.720 1.401 -3.232
H 1.161 0.179 -4.359
H 0.627 1.148 -1.287
H 1.830 0.624 0.530
H 3.639 -0.893 -1.219
H 3.019 0.589 -1.941
H 5.157 0.900 -0.684
H 4.320 0.569 0.822
H 3.895 2.910 -1.060
H 2.697 2.496 0.163
H 5.221 3.537 0.540
H 1.564 -2.262 -0.352
H 3.231 -1.553 2.552
H 4.298 -1.562 0.650
H 0.014 -2.535 1.157
H -0.299 -0.993 3.268
H 1.389 -0.662 3.092
H 0.125 -3.449 3.275
H 1.858 -3.119 3.437
H 1.416 -3.097 5.667
H 0.890 -1.458 5.355
H -0.822 -2.666 6.508
H -1.360 -2.411 5.011
H -2.889 -0.778 0.658
H -2.224 -1.077 2.276
H -2.033 -2.272 1.015
H 0.085 1.488 0.935
H -0.330 0.833 2.493
H -1.671 2.718 1.253
H -2.567 1.417 0.523
H -3.629 0.864 2.576
H -2.187 1.342 3.531
H -3.767 3.788 1.290
H -1.321 0.441 -0.964
H -2.489 -2.016 -1.244
H -1.287 -1.426 -2.998
O -4.143 -0.321 -7.624
C -3.961 0.560 -6.652
C -2.398 0.883 -6.329
O -2.201 1.761 -5.320
H -4.345 0.257 -5.637
H -4.381 1.585 -6.834
H -1.992 1.196 -7.316
H -1.985 -0.143 -6.147

Properties
Net charge ... -1
Orbital gap ... 2.1 eV
Highest occupied orbital energy ... -0.8 eV


No. 3
Computed, not measured: a molecular structure, C20H43N3Nb, with ωB97M-V/def2-TZVPD.

CARTESIAN COORDINATES (ANGSTROEM)
C -0.471 3.395 0.369
C -1.760 2.965 1.050
C -2.519 1.826 0.343
C -2.906 2.164 -1.089
C -3.089 0.974 -2.054
C -2.039 -0.138 -2.005
C -0.619 0.304 -2.254
C 0.341 -0.914 -2.093
Nb 0.826 -1.599 0.027
H 0.015 4.155 0.975
H -0.629 3.834 -0.616
H 0.180 2.537 0.245
H -2.420 3.802 1.279
H -1.457 2.546 2.011
H -3.401 1.657 0.953
H -1.888 0.947 0.437
H -2.232 2.884 -1.541
H -3.879 2.658 -1.041
H -3.075 1.390 -3.064
H -4.078 0.539 -1.903
H -2.099 -0.652 -1.047
H -2.329 -0.874 -2.756
H -0.508 0.657 -3.282
H -0.298 1.076 -1.563
H -0.076 -1.762 -2.643
H 1.308 -0.694 -2.557
H -0.811 -2.378 0.293
H 1.557 -3.199 -0.528
H 2.565 -0.987 0.033
H 0.345 0.046 0.673
H 1.186 -2.160 1.750
C 4.882 -3.118 5.016
C 5.559 -2.356 3.881
C 4.617 -2.047 2.714
C 4.150 -3.263 2.056
N 3.837 -4.256 1.572
H 4.530 -4.094 4.681
H 5.578 -3.279 5.842
H 4.025 -2.562 5.401
H 6.418 -2.928 3.522
H 5.947 -1.410 4.266
H 5.134 -1.428 1.973
H 3.756 -1.474 3.063
C -8.804 1.535 0.634
C -7.552 1.070 -0.101
C -6.366 0.819 0.834
C -5.914 2.041 1.494
N -5.559 3.006 2.005
H -8.639 2.492 1.131
H -9.632 1.661 -0.063
H -9.108 0.807 1.389
H -7.275 1.807 -0.856
H -7.770 0.140 -0.631
H -5.528 0.408 0.266
H -6.630 0.079 1.592
C 6.478 -1.011 -3.376
C 5.011 -1.213 -3.010
C 4.484 -0.160 -2.033
C 5.142 -0.232 -0.735
N 5.625 -0.307 0.303
H 7.121 -1.106 -2.499
H 6.797 -1.759 -4.103
H 6.641 -0.024 -3.814
H 4.871 -2.207 -2.584
H 4.405 -1.168 -3.917
H 3.415 -0.306 -1.870
H 4.613 0.843 -2.446

Properties
Net charge ... -1
Orbital gap ... 7.2 eV
Highest occupied orbital energy ... -4.8 eV


No. 4
Computed, not measured: a molecular structure, C20H43N5OPY, with ωB97M-V/def2-TZVPD.

CARTESIAN COORDINATES (ANGSTROEM)
Y -0.536 0.896 -0.197
C -3.001 5.014 -1.021
C -1.928 4.143 -0.369
C -0.705 3.980 -1.296
C -2.433 2.753 -0.015
C -2.889 1.871 -1.003
C -3.184 0.533 -0.700
C -3.091 0.028 0.611
C -3.495 -1.371 0.948
C -2.643 0.917 1.599
C -2.314 2.245 1.294
H -2.603 6.008 -1.220
H -3.863 5.126 -0.364
H -3.345 4.595 -1.969
H -1.600 4.618 0.558
H -1.011 3.580 -2.269
H 0.101 3.334 -0.876
H -0.201 4.930 -1.477
H -3.017 2.233 -2.018
H -3.557 -0.111 -1.490
H -2.710 -1.880 1.508
H -3.741 -1.952 0.061
H -4.382 -1.342 1.585
H -2.562 0.580 2.626
H -1.980 2.906 2.087
C 1.722 -0.846 4.411
N 1.294 -0.451 3.050
C 1.561 0.945 2.755
P 0.948 -1.546 1.892
O -0.016 -0.775 0.903
N 0.242 -2.818 2.573
C 0.757 -4.199 2.509
C -0.902 -2.662 3.483
N 2.253 -1.946 0.994
C 3.558 -2.159 1.655
C 2.115 -2.682 -0.265
H 1.100 -0.344 5.151
H 2.763 -0.568 4.577
H 1.627 -1.921 4.539
H 1.161 1.583 3.544
H 1.064 1.239 1.810
H 2.626 1.159 2.633
H 1.652 -4.257 1.899
H -0.003 -4.857 2.090
H 1.002 -4.541 3.515
H -1.232 -1.624 3.514
H -0.622 -2.961 4.494
H -1.724 -3.298 3.156
H 3.633 -1.556 2.556
H 4.350 -1.854 0.972
H 3.710 -3.208 1.916
H 1.116 -2.545 -0.683
H 2.278 -3.753 -0.134
H 2.870 -2.325 -0.970
N 1.570 -0.073 -5.072
C 2.352 0.806 -4.104
C 1.872 0.613 -2.666
N 0.384 0.692 -2.543
C -0.271 -0.367 -3.402
C 0.685 -1.063 -4.370
H 2.220 -0.579 -5.683
H 1.016 0.508 -5.709
H 2.232 1.837 -4.432
H 3.407 0.550 -4.186
H 2.338 1.399 -2.068
H 2.199 -0.342 -2.255
H 0.116 1.594 -2.939
H -1.098 0.095 -3.943
H -0.695 -1.153 -2.773
H 0.118 -1.613 -5.120
H 1.343 -1.769 -3.866

Properties
Energy above the lowest of the compared OMol25 structures with the same formula, charge and spin ... 13.1 kcal per mole
Net charge ... +4
Orbital gap ... 7.2 eV
Highest occupied orbital energy ... -20.1 eV


No. 5
Computed, not measured: 8 unconnected molecules or ions with the total composition C20H43N8O17, with ωB97M-V/def2-TZVPD.

CARTESIAN COORDINATES (ANGSTROEM)
C -2.883 5.251 1.499
C -1.747 4.272 1.261
C -1.852 3.365 -0.096
C -0.372 3.058 -0.815
N 0.352 4.314 -1.243
C 1.265 4.873 -0.177
C 2.629 5.465 -0.455
O 0.352 2.199 0.129
C 1.496 1.508 -0.481
C 1.301 -0.151 -0.564
C 2.737 -0.914 -0.175
C 0.859 -0.686 -2.048
C 0.974 -2.353 -1.992
C 1.817 -0.196 -3.284
C -0.788 2.279 -2.238
O 0.042 2.489 -3.277
O -2.025 1.477 -2.291
H -3.713 5.062 2.304
H -2.975 6.215 0.804
H -0.876 4.273 2.043
H -2.238 2.289 0.242
H -2.576 3.809 -0.928
H -0.380 5.072 -1.388
H 0.971 4.827 0.978
H 2.818 6.574 -0.776
H 3.565 4.769 -0.319
H 2.404 1.650 0.282
H 1.875 1.972 -1.494
H 0.532 -0.463 0.261
H 3.367 -1.173 -1.155
H 2.498 -1.894 0.461
H 3.437 -0.258 0.496
H -0.295 -0.474 -2.215
H 2.066 -2.695 -2.271
H 0.750 -2.740 -0.887
H 0.214 -2.810 -2.769
H 2.305 -1.154 -3.801
H 2.647 0.585 -2.988
H 1.092 0.252 -4.119
C 5.666 8.583 1.609
N 5.304 7.455 0.710
O 5.115 6.351 1.234
O 5.218 7.709 -0.497
H 5.705 8.217 2.637
H 6.644 8.954 1.295
H 4.897 9.350 1.502
C -4.423 0.334 -1.125
N -5.092 -0.528 -0.113
O -4.884 -1.745 -0.181
O -5.805 0.042 0.721
H -3.831 -0.296 -1.791
H -5.205 0.856 -1.682
H -3.783 1.037 -0.588
C 5.765 3.146 1.132
N 6.146 1.739 1.429
O 7.117 1.561 2.174
O 5.459 0.853 0.907
H 6.451 3.816 1.654
H 5.838 3.286 0.051
H 4.742 3.292 1.483
C -6.935 -3.073 -3.450
N -7.118 -1.596 -3.453
O -8.269 -1.169 -3.598
O -6.101 -0.908 -3.309
H -7.908 -3.550 -3.585
H -6.265 -3.323 -4.275
H -6.500 -3.349 -2.487
C 3.315 -4.427 3.255
N 2.329 -4.654 2.164
O 1.132 -4.655 2.474
O 2.785 -4.825 1.028
H 2.777 -4.292 4.196
H 3.962 -5.305 3.303
H 3.884 -3.529 3.004
C -0.426 -6.938 4.333
N -0.045 -8.345 4.630
O 0.926 -8.524 5.375
O -0.732 -9.231 4.108
H 0.261 -6.268 4.855
H -0.352 -6.799 3.252
H -1.449 -6.792 4.684
C -4.810 -5.882 -0.652
N -6.205 -6.282 -0.980
O -6.640 -7.307 -0.442
O -6.823 -5.557 -1.767
H -4.389 -6.607 0.048
H -4.242 -5.872 -1.585
H -4.849 -4.888 -0.201

Properties
Net charge ... -1
Orbital gap ... 5.9 eV
Highest occupied orbital energy ... -4.6 eV


No. 6
Computed, not measured: a molecular structure, C20H43OP3PrS, with ωB97M-V/def2-TZVPD.

CARTESIAN COORDINATES (ANGSTROEM)
Pr -0.024 -1.245 -0.075
P -0.713 1.477 1.591
P -2.923 -1.218 -0.073
P 3.507 1.309 -0.142
H 1.352 -2.473 -3.590
C 2.165 -2.227 -2.880
C 2.128 -2.579 -1.419
H 1.360 -3.302 -1.088
C -0.894 3.096 0.711
C -2.221 1.642 2.645
C 0.476 1.998 2.912
C -3.737 -2.578 -0.978
C -4.098 -0.957 1.298
C -3.283 0.283 -1.135
C 4.972 0.935 -1.057
C 3.448 0.669 1.543
C 2.736 2.898 -0.475
H 3.151 -2.177 -3.432
H 3.113 -2.747 -0.925
H -1.063 3.909 1.436
H -1.766 3.044 0.042
H 0.012 3.318 0.128
H -2.073 2.420 3.406
H -2.424 0.701 3.172
H -3.085 1.927 2.034
H -0.045 2.504 3.740
H 1.220 2.699 2.513
H 0.984 1.123 3.338
H -4.824 -2.428 -1.084
H -3.597 -3.492 -0.384
H -3.265 -2.700 -1.968
H -4.980 -0.396 0.973
H -3.631 -0.396 2.117
H -4.432 -1.938 1.660
H -4.217 0.080 -1.696
H -2.456 0.465 -1.856
H -3.402 1.176 -0.487
H 5.661 1.786 -1.033
H 4.772 0.704 -2.115
H 5.563 0.138 -0.588
H 4.309 1.047 2.117
H 3.454 -0.440 1.502
H 2.481 1.004 1.966
H 3.515 3.613 -0.811
H 2.264 3.291 0.447
H 1.971 2.764 -1.280
C 0.069 -0.100 -3.163
C -0.195 1.284 -3.450
C -1.009 1.559 -4.557
C -1.752 0.477 -5.123
C -1.876 -0.747 -4.429
C -0.909 -1.079 -3.438
S 1.759 -0.395 -2.519
H 2.412 0.543 -0.611
H 0.443 2.023 -2.897
H -0.994 2.603 -4.942
H -2.249 0.635 -6.098
H -2.662 -1.476 -4.686
H -0.874 -2.075 -2.959
C 1.620 -3.023 3.783
C 0.583 -2.134 3.244
C -0.333 -1.412 4.142
O 0.495 -1.984 1.981
H 1.363 -3.332 4.793
H 2.591 -2.518 3.864
H 1.759 -3.933 3.195
H -0.064 -0.346 4.189
H -1.372 -1.487 3.793
H -0.268 -1.809 5.164

Properties
Energy above the lowest of the compared OMol25 structures with the same formula, charge and spin ... 55.2 kcal per mole
Net charge ... +3
2S+1 ... 3
Orbital gap (alpha / beta) ... 5.7 / 6.6 eV
⟨S²⟩ ... 2.47
Highest occupied orbital energy (alpha / beta) ... -14.8 / -15.6 eV


no.,calculated total energy (eV)
1,-43120.131
2,-68155.063
3,-27451.795
4,-41232.587
5,-68132.876
6,-76227.699